(1)
This record from OMol25 describes a 4-piece molecular cluster, C29H53Br2FN6O6P2 overall. The level of theory is ωB97M-V/def2-TZVPD.

Geometry as ORCA input:
```
! RIJCOSX wB97M-V def2-TZVPD def2/J DEFGRID3
* xyz 0 1
C 4.55 -1.19 3.05
O 4.24 -2.57 2.90
C 3.76 -2.94 1.63
C 2.27 -3.22 1.63
C 1.78 -3.73 0.25
C 0.72 -2.84 -0.43
C -0.60 -3.58 -0.75
C -1.79 -2.97 0.01
C -2.25 -1.68 -0.68
C -3.46 -1.08 0.08
C -3.10 0.18 0.87
N -1.81 0.16 1.60
P -1.61 -0.58 3.16
P -3.40 -1.74 3.53
O -4.63 -0.98 3.32
O -3.16 -2.11 5.07
O -3.42 -3.18 2.81
C -1.06 1.32 1.46
N -1.35 2.41 2.10
C -2.45 2.63 3.02
C -3.76 3.04 2.34
F -4.15 4.29 2.79
N -0.01 1.34 0.57
C 1.18 0.71 1.17
O 2.15 0.55 0.46
O 0.93 0.41 2.35
C 0.06 2.34 -0.41
Br -0.95 1.97 -2.00
C 0.72 3.49 -0.36
C 0.76 4.53 -1.43
Br 1.68 3.89 1.23
H 4.78 -0.72 2.10
H 5.43 -1.11 3.69
H 3.74 -0.67 3.54
H 4.26 -3.87 1.35
H 4.01 -2.22 0.85
H 2.11 -4.01 2.37
H 1.71 -2.35 1.97
H 1.35 -4.72 0.40
H 2.65 -3.84 -0.39
H 1.15 -2.45 -1.35
H 0.47 -2.00 0.22
H -0.85 -3.53 -1.81
H -0.50 -4.64 -0.50
H -1.45 -2.75 1.02
H -2.62 -3.67 0.01
H -1.44 -0.95 -0.73
H -2.55 -1.92 -1.69
H -4.23 -0.75 -0.61
H -3.92 -1.84 0.71
H -2.99 0.96 0.11
H -3.94 0.49 1.50
H -0.64 -1.58 2.93
H -3.47 -3.01 5.22
H -2.56 -3.38 2.41
H -0.72 3.19 1.94
H -2.58 1.82 3.72
H -2.17 3.50 3.62
H -3.67 3.02 1.26
H -4.54 2.33 2.63
H -0.26 4.78 -1.69
H 1.27 4.18 -2.32
H 1.21 5.43 -1.04
C 9.09 -4.69 -0.50
C 8.15 -4.17 0.58
C 7.16 -5.23 1.07
C 6.23 -5.65 0.02
N 5.49 -5.95 -0.81
H 8.54 -4.99 -1.40
H 9.80 -3.92 -0.79
H 9.66 -5.55 -0.14
H 7.60 -3.30 0.20
H 8.73 -3.83 1.43
H 6.57 -4.83 1.90
H 7.69 -6.10 1.45
C 1.45 10.23 -2.43
C 0.07 9.91 -1.88
C -0.07 8.45 -1.43
C 0.06 7.52 -2.55
N 0.17 6.79 -3.44
H 1.67 9.65 -3.32
H 1.52 11.29 -2.69
H 2.23 10.02 -1.68
H -0.69 10.13 -2.63
H -0.14 10.55 -1.02
H -1.04 8.29 -0.97
H 0.68 8.21 -0.68
C -5.57 -3.05 -5.25
C -6.53 -2.67 -4.14
C -6.44 -1.18 -3.76
C -5.14 -0.84 -3.19
N -4.12 -0.57 -2.74
H -4.53 -2.91 -4.95
H -5.69 -4.10 -5.52
H -5.74 -2.45 -6.15
H -6.35 -3.28 -3.26
H -7.56 -2.87 -4.46
H -7.21 -0.94 -3.02
H -6.63 -0.56 -4.63
*
```

Output
Electronic energy   -213538.256 eV
Lowest unoccupied orbital energy   -0.0106 Eh
HOMO level   -8.85 eV

=====

(2)
This record from OMol25 describes a 4-piece molecular cluster, C29H53BrNO9Si overall. The level of theory is ωB97M-V/def2-TZVPD.

Geometry as ORCA input:
```
! RIJCOSX wB97M-V def2-TZVPD def2/J DEFGRID3
* xyz 1 1
C -2.33 -0.35 1.86
C -1.73 0.77 2.49
C -1.67 2.12 1.64
N -0.31 2.22 0.96
C 0.62 3.19 1.62
O 0.65 2.87 3.01
C 0.53 4.03 3.86
C 0.12 3.66 5.37
C 2.02 3.11 0.87
O 2.11 2.15 -0.20
C 1.02 2.24 -1.14
C 1.48 3.20 -2.33
C 2.96 2.87 -2.86
C 3.02 1.59 -3.81
Br 3.49 -0.04 -2.80
C -0.41 2.55 -0.51
C -1.06 3.96 -0.82
C -2.22 3.72 -1.93
O -3.44 3.50 -1.17
Si -4.35 2.15 -1.76
C -5.38 2.56 -3.34
C -3.35 0.54 -2.01
C -5.66 1.76 -0.39
H -2.02 -1.42 2.05
H -3.15 -0.10 1.13
H -1.35 0.71 3.56
H -1.93 3.04 2.23
H -2.44 2.01 0.82
H 0.11 1.28 1.10
H 0.28 4.28 1.53
H -0.28 4.77 3.52
H 1.53 4.58 3.83
H 0.95 3.15 5.94
H -0.17 4.67 5.83
H -0.85 3.07 5.32
H 2.79 2.78 1.66
H 2.39 4.14 0.53
H 0.94 1.20 -1.61
H 0.78 3.08 -3.23
H 1.52 4.30 -2.02
H 3.25 3.77 -3.51
H 3.72 2.85 -2.02
H 2.03 1.47 -4.35
H 3.81 1.81 -4.61
H -1.14 1.77 -0.92
H -1.63 4.35 0.09
H -0.35 4.79 -1.11
H -1.98 2.87 -2.63
H -2.35 4.73 -2.45
H -5.64 3.67 -3.34
H -4.85 2.31 -4.30
H -6.38 2.01 -3.26
H -2.78 0.27 -1.05
H -4.06 -0.31 -2.25
H -2.65 0.65 -2.90
H -6.65 2.26 -0.60
H -5.80 0.63 -0.29
H -5.19 2.10 0.60
O -3.95 -2.86 -0.28
C -3.59 -3.62 0.59
O -2.72 -3.28 1.58
C -2.42 -4.44 2.37
C -3.58 -5.38 2.14
C -3.98 -5.07 0.71
H -1.47 -4.86 2.03
H -2.33 -4.15 3.42
H -3.32 -6.43 2.30
H -4.40 -5.13 2.82
H -3.41 -5.65 -0.01
H -5.05 -5.20 0.56
O 9.82 0.15 -5.48
C 8.86 0.51 -4.87
O 7.58 0.40 -5.32
C 6.69 1.02 -4.40
C 7.43 1.04 -3.08
C 8.87 1.18 -3.52
H 6.45 2.03 -4.76
H 5.76 0.45 -4.34
H 7.09 1.83 -2.41
H 7.29 0.08 -2.56
H 9.16 2.23 -3.65
H 9.55 0.68 -2.84
O -2.67 -8.42 3.02
C -1.50 -8.20 3.21
O -1.03 -7.45 4.24
C 0.39 -7.30 4.12
C 0.83 -8.46 3.26
C -0.36 -8.67 2.35
H 0.60 -6.33 3.65
H 0.85 -7.32 5.11
H 1.76 -8.26 2.72
H 0.98 -9.34 3.88
H -0.31 -8.05 1.46
H -0.48 -9.72 2.08
*
```

Output
Electronic energy   -128762.281 eV
Lowest unoccupied orbital energy   -0.0784 Eh
HOMO level   -11.51 eV

=====

(3)
This record from OMol25 describes C29H53NO5 as an isolated structure. The level of theory is ωB97M-V/def2-TZVPD.

Geometry as ORCA input:
```
! RIJCOSX wB97M-V def2-TZVPD def2/J DEFGRID3
* xyz 0 1
C -11.81 -0.03 0.39
H -11.92 -1.11 0.46
C -10.41 0.39 0.82
C -9.33 -0.25 -0.05
C -7.93 0.17 0.37
C -6.85 -0.47 -0.50
C -5.44 -0.06 -0.08
C -4.37 -0.69 -0.96
H -4.45 -1.78 -0.90
C -2.96 -0.27 -0.54
C -1.89 -0.90 -1.43
C -0.49 -0.46 -1.01
C 0.58 -1.01 -1.95
C 2.00 -0.68 -1.47
C 3.04 -1.24 -2.44
C 4.50 -0.91 -2.12
H 5.15 -1.48 -2.79
C 5.02 -0.86 -0.66
C 5.32 0.58 -1.01
O 5.84 1.51 -0.48
O 4.80 0.50 -2.26
C 6.20 -1.75 -0.30
C 5.82 -3.22 -0.12
C 5.54 -3.63 1.33
H 5.40 -4.71 1.36
C 4.33 -2.96 1.99
C 3.00 -3.37 1.36
C 1.83 -2.63 2.01
H 0.89 -2.92 1.55
H 1.96 -1.56 1.92
H 1.78 -2.88 3.07
H 2.86 -4.45 1.47
H 3.01 -3.14 0.29
H 4.32 -3.26 3.04
H 4.44 -1.88 1.96
H 6.43 -3.40 1.93
H 6.66 -3.84 -0.47
H 4.97 -3.46 -0.75
H 6.65 -1.36 0.62
H 6.95 -1.66 -1.09
H 4.23 -0.93 0.09
H 2.94 -2.33 -2.46
H 2.84 -0.85 -3.44
H 2.14 -1.09 -0.47
O 2.12 0.74 -1.39
C 2.32 1.29 -0.20
O 2.54 0.66 0.80
C 2.19 2.81 -0.25
N 1.95 3.26 -1.61
C 0.71 3.25 -2.13
O -0.30 2.99 -1.52
H 0.70 3.55 -3.20
H 2.75 3.33 -2.21
H 1.29 3.06 0.32
C 3.41 3.53 0.33
H 4.31 3.15 -0.16
H 3.32 4.59 0.09
C 3.58 3.37 1.85
C 4.98 3.82 2.24
H 5.14 4.87 1.99
H 5.73 3.22 1.72
H 5.13 3.69 3.31
C 2.53 4.18 2.61
H 2.61 5.24 2.36
H 2.68 4.08 3.68
H 1.52 3.85 2.38
H 3.46 2.32 2.10
H 0.49 -2.10 -2.02
H 0.43 -0.59 -2.95
H -0.29 -0.80 0.01
H -0.45 0.63 -1.01
H -2.06 -0.60 -2.46
H -1.96 -1.99 -1.38
H -2.79 -0.57 0.50
H -2.87 0.81 -0.59
H -4.54 -0.40 -2.00
H -5.35 1.03 -0.13
H -5.28 -0.35 0.96
H -6.94 -1.56 -0.44
H -7.01 -0.18 -1.54
H -7.76 -0.12 1.42
H -7.84 1.25 0.32
H -9.42 -1.34 0.01
H -9.49 0.04 -1.09
H -10.32 1.48 0.76
H -10.25 0.11 1.86
H -12.00 0.26 -0.64
H -12.56 0.44 1.02
*
```

Output
Electronic energy   -42662.771 eV
Lowest unoccupied orbital energy   0.0234 Eh
HOMO level   -9.70 eV